This record from the OMol25 dataset describes a molecular structure, C51H76ClI3N4O25 in a non-equilibrium geometry. The level of theory is the ωB97M-V functional and the def2-TZVPD basis.

The electronic energy is -148080.1926 eV. Its HOMO energy is -7.166 eV. The value obtained for the HOMO-LUMO gap is 0.2710 hartree. Its total charge is 0.

CARTESIAN COORDINATES (ANGSTROEM)
1 C 2.460 -1.246 -0.245
2 C 1.430 -2.065 -0.219
3 C 0.118 -2.943 0.028
4 I -0.700 -3.358 -2.004
5 O -0.847 -2.455 0.948
6 C -1.123 -1.046 0.955
7 N -1.268 -0.356 -0.338
8 I 0.148 0.129 2.358
9 C -2.619 -0.923 1.655
10 C -3.136 0.572 1.270
11 C -4.446 0.881 0.785
12 C 0.704 -4.432 0.501
13 Cl 1.378 -5.122 -1.117
14 C -0.442 -5.401 1.096
15 C -0.625 -6.825 0.360
16 C -1.584 -6.788 -0.958
17 N -2.881 -6.069 -0.748
18 N 1.932 -4.305 1.361
19 I 1.591 -3.399 3.173
20 C 2.563 -5.632 1.668
21 C 4.168 -5.531 1.404
22 C 4.575 -4.832 0.011
23 C 6.077 -4.165 0.035
24 N 6.224 -3.450 -1.295
25 C 6.017 -2.001 -1.570
26 C 6.242 -1.637 -3.082
27 C 6.654 -2.983 -3.811
28 C 6.613 -4.006 -2.591
29 H 3.416 -0.615 -0.332
30 H -0.381 -0.079 -0.783
31 H -1.938 -0.797 -0.982
32 H -2.559 -1.098 2.798
33 H -3.302 -1.664 1.103
34 H -2.391 1.465 1.344
35 H -4.653 1.945 0.369
36 H -5.329 0.147 0.793
37 H -1.505 -4.920 1.125
38 H -0.212 -5.649 2.213
39 H -1.201 -7.502 1.121
40 H 0.370 -7.398 0.166
41 H -1.862 -7.907 -1.159
42 H -0.989 -6.452 -1.887
43 H -3.691 -6.713 -0.730
44 H -2.967 -5.441 -1.581
45 H 2.458 -5.788 2.821
46 H 2.062 -6.545 1.187
47 H 4.678 -6.563 1.548
48 H 4.576 -4.849 2.262
49 H 3.875 -3.993 -0.341
50 H 4.584 -5.631 -0.836
51 H 6.891 -4.981 0.099
52 H 6.192 -3.391 0.877
53 H 5.733 -1.167 -0.839
54 H 6.178 -0.640 -3.641
55 H 6.901 -3.176 -4.912
56 H 6.879 -5.116 -2.802
57 C -3.252 -4.026 7.079
58 C -2.422 -3.795 5.834
59 C -2.854 -4.622 4.662
60 O -1.650 -4.756 3.922
61 C -0.632 -4.678 4.828
62 O 0.519 -4.970 4.591
63 O -1.084 -4.234 6.037
64 H -4.301 -3.773 6.909
65 H -3.188 -5.068 7.407
66 H -2.876 -3.417 7.906
67 H -2.399 -2.726 5.589
68 H -3.627 -4.131 4.068
69 H -3.199 -5.625 4.938
70 C -8.562 4.909 2.008
71 C -7.741 5.190 0.767
72 C -8.158 4.382 -0.425
73 O -6.952 4.296 -1.171
74 C -5.933 4.374 -0.266
75 O -4.786 4.116 -0.511
76 O -6.392 4.777 0.955
77 H -9.618 5.142 1.846
78 H -8.473 3.861 2.309
79 H -8.197 5.506 2.849
80 H -7.743 6.265 0.548
81 H -8.943 4.870 -1.006
82 H -8.478 3.366 -0.173
83 C 2.370 4.960 0.221
84 C 1.405 4.262 -0.712
85 C 0.114 3.872 -0.060
86 O -0.287 2.745 -0.827
87 C 0.859 2.175 -1.301
88 O 0.918 1.082 -1.802
89 O 1.928 3.002 -1.123
90 H 1.944 5.887 0.611
91 H 2.642 4.314 1.063
92 H 3.299 5.196 -0.301
93 H 1.238 4.872 -1.608
94 H -0.634 4.665 -0.108
95 H 0.230 3.553 0.982
96 C 4.688 7.150 -5.413
97 C 4.507 7.327 -3.921
98 C 4.636 6.053 -3.146
99 O 3.822 6.306 -2.007
100 C 2.866 7.194 -2.408
101 O 1.880 7.463 -1.772
102 O 3.171 7.729 -3.623
103 H 5.681 6.759 -5.648
104 H 3.934 6.470 -5.823
105 H 4.558 8.106 -5.929
106 H 5.184 8.096 -3.549
107 H 5.666 5.845 -2.853
108 H 4.230 5.180 -3.669
109 C 8.684 11.982 -1.341
110 C 7.708 11.288 -2.268
111 C 6.421 10.901 -1.604
112 O 6.011 9.777 -2.371
113 C 7.151 9.204 -2.855
114 O 7.202 8.112 -3.359
115 O 8.224 10.028 -2.685
116 H 8.263 12.910 -0.946
117 H 8.960 11.334 -0.503
118 H 9.611 12.217 -1.871
119 H 7.535 11.900 -3.161
120 H 5.675 11.696 -1.645
121 H 6.546 10.580 -0.565
122 C -8.283 -7.860 0.846
123 C -7.456 -7.614 -0.398
124 C -7.885 -8.434 -1.577
125 O -6.679 -8.555 -2.318
126 C -5.661 -8.481 -1.413
127 O -4.518 -8.765 -1.652
128 O -6.114 -8.049 -0.200
129 H -9.334 -7.610 0.678
130 H -8.215 -8.904 1.165
131 H -7.909 -7.256 1.678
132 H -7.437 -6.543 -0.634
133 H -8.659 -7.942 -2.168
134 H -8.225 -9.440 -1.308
135 C 0.353 -7.886 7.080
136 C -0.488 -8.901 6.335
137 C -1.811 -8.366 5.884
138 O -2.619 -9.534 5.848
139 C -2.099 -10.388 6.778
140 O -2.653 -11.377 7.175
141 O -0.872 -9.965 7.201
142 H 0.581 -7.022 6.451
143 H -0.156 -7.540 7.985
144 H 1.294 -8.338 7.407
145 H 0.082 -9.326 5.501
146 H -1.757 -7.897 4.899
147 H -2.261 -7.661 6.592
148 C 0.023 9.450 -4.351
149 C 0.192 10.089 -5.713
150 C -0.983 9.888 -6.621
151 O -0.385 9.944 -7.909
152 C 0.902 9.517 -7.755
153 O 1.633 9.226 -8.662
154 O 1.244 9.458 -6.436
155 H -0.836 9.868 -3.820
156 H -0.107 8.367 -4.437
157 H 0.919 9.607 -3.743
158 H 0.442 11.152 -5.603
159 H -1.738 10.667 -6.506
160 H -1.459 8.908 -6.507

This record from the OMol25 dataset describes a molecular structure, C51H78ClN3O3Re in a non-equilibrium geometry. The level of theory is the ωB97M-V functional and the def2-TZVPD basis.

Its expectation value of S² is 0.76. The electronic energy is -79420.6695 eV. Its spin multiplicity is 2. Its HOMO energy (alpha / beta) is -6.810 / -6.631 eV. The value obtained for the HOMO-LUMO gap (alpha / beta) is 0.2255 / 0.2340 hartree. Its total charge is 0.

CARTESIAN COORDINATES (ANGSTROEM)
1 Re -0.351 0.403 0.570
2 C -5.605 -4.903 1.371
3 C -4.210 -5.463 1.090
4 C -4.200 -6.038 -0.337
5 C -3.928 -6.591 2.093
6 C -3.131 -4.387 1.202
7 C -3.401 -3.070 1.485
8 C -2.402 -2.095 1.503
9 C -2.964 -0.708 1.663
10 N -2.028 0.379 2.009
11 C -1.523 0.172 3.405
12 C -0.038 -0.179 3.538
13 N 0.905 0.487 2.586
14 C 1.322 1.810 3.093
15 C 0.161 2.715 3.344
16 N -0.616 2.829 2.122
17 C -2.059 2.906 2.332
18 C -2.799 1.653 1.862
19 C 0.011 3.894 1.294
20 C -0.746 4.315 0.087
21 C -1.063 5.658 -0.121
22 C -1.658 6.077 -1.295
23 C -1.912 5.083 -2.242
24 C -1.637 3.731 -2.071
25 C -1.039 3.330 -0.848
26 O -0.762 2.071 -0.535
27 C -2.004 2.723 -3.165
28 C -3.205 1.901 -2.675
29 C -0.803 1.816 -3.491
30 C -2.420 3.403 -4.473
31 C -1.986 7.537 -1.610
32 C -3.452 7.665 -2.047
33 C -1.770 8.446 -0.399
34 C -1.078 8.026 -2.751
35 C 2.175 -0.310 2.501
36 C 2.818 -0.719 1.187
37 C 3.921 -1.559 1.373
38 C 4.706 -1.985 0.328
39 C 4.364 -1.509 -0.944
40 C 3.286 -0.673 -1.187
41 C 2.482 -0.283 -0.083
42 O 1.438 0.547 -0.288
43 C 2.965 -0.198 -2.618
44 C 2.947 1.341 -2.680
45 C 1.608 -0.761 -3.066
46 C 4.010 -0.677 -3.636
47 C 5.892 -2.938 0.503
48 C 5.618 -4.240 -0.265
49 C 7.172 -2.285 -0.045
50 C 6.125 -3.290 1.973
51 C -1.066 -2.425 1.252
52 O -0.074 -1.480 1.179
53 C -0.752 -3.795 1.000
54 C -1.793 -4.710 0.970
55 C 0.673 -4.292 0.709
56 C 0.708 -5.798 0.433
57 C 1.568 -4.060 1.932
58 C 1.233 -3.585 -0.538
59 H -6.343 -5.702 1.274
60 H -5.871 -4.114 0.661
61 H -5.680 -4.499 2.385
62 H -5.031 -6.738 -0.472
63 H -3.271 -6.575 -0.545
64 H -4.298 -5.237 -1.075
65 H -4.692 -7.371 2.009
66 H -3.938 -6.209 3.118
67 H -2.955 -7.054 1.914
68 H -4.423 -2.749 1.674
69 H -3.732 -0.733 2.441
70 H -3.452 -0.424 0.733
71 H -2.058 -0.669 3.847
72 H -1.791 1.043 3.991
73 H 0.061 -1.240 3.383
74 H 0.262 0.030 4.571
75 H 1.992 2.246 2.352
76 H 1.888 1.683 4.020
77 H 0.549 3.687 3.666
78 H -0.444 2.344 4.165
79 H -2.476 3.741 1.770
80 H -2.276 3.098 3.385
81 H -3.027 1.748 0.801
82 H -3.746 1.569 2.407
83 H 0.984 3.508 0.977
84 H 0.200 4.776 1.918
85 H -0.811 6.366 0.664
86 H -2.367 5.388 -3.176
87 H -2.989 1.418 -1.725
88 H -3.461 1.118 -3.400
89 H -4.077 2.554 -2.550
90 H -0.503 1.213 -2.638
91 H 0.056 2.423 -3.800
92 H -1.059 1.140 -4.315
93 H -3.326 4.005 -4.359
94 H -2.632 2.629 -5.215
95 H -1.622 4.039 -4.870
96 H -4.120 7.286 -1.269
97 H -3.652 7.107 -2.965
98 H -3.701 8.715 -2.234
99 H -2.385 8.133 0.451
100 H -2.048 9.471 -0.659
101 H -0.722 8.458 -0.085
102 H -1.218 7.421 -3.651
103 H -0.027 7.954 -2.458
104 H -1.299 9.070 -3.001
105 H 2.045 -1.207 3.099
106 H 2.935 0.271 3.023
107 H 4.143 -1.883 2.388
108 H 4.967 -1.828 -1.783
109 H 2.176 1.761 -2.032
110 H 2.748 1.665 -3.708
111 H 3.919 1.745 -2.377
112 H 0.799 -0.433 -2.419
113 H 1.628 -1.857 -3.061
114 H 1.383 -0.425 -4.087
115 H 5.013 -0.306 -3.402
116 H 3.736 -0.293 -4.622
117 H 4.044 -1.769 -3.704
118 H 5.447 -4.048 -1.328
119 H 4.728 -4.739 0.134
120 H 6.467 -4.926 -0.174
121 H 7.116 -2.131 -1.125
122 H 8.041 -2.918 0.161
123 H 7.335 -1.311 0.426
124 H 5.251 -3.779 2.415
125 H 6.361 -2.400 2.566
126 H 6.968 -3.980 2.053
127 H -1.554 -5.745 0.758
128 H 0.307 -6.379 1.269
129 H 1.750 -6.098 0.288
130 H 0.160 -6.061 -0.476
131 H 1.184 -4.612 2.797
132 H 1.610 -3.007 2.169
133 H 2.587 -4.404 1.723
134 H 0.612 -3.815 -1.411
135 H 2.255 -3.926 -0.739
136 H 1.259 -2.505 -0.412
137 Cl -1.523 -0.632 -1.104

Q: What is the electronic energy in the first record?
A: -148080.1926 eV

Q: What is the total charge in the second record?
A: 0

Q: Which of these has the highest electronic energy?
A: C51H78ClN3O3Re